(1)
C36H30AsAuNO3P | ωB97M-V/def2-TZVPD

Output
- 2S+1 = 1
- frontier orbital gap (eV) = 7.96
- energy relative to the best compared isomer or geometry (same formula, charge and spin) (kcal per mole) = 9.3
- lowest unoccupied orbital energy (eV) = 0.1

CARTESIAN COORDINATES (ANGSTROEM)
Au  1.9023  1.7603  0.3817
O  5.5210  1.6782  -1.0916
N  4.6072  1.6014  -0.3255
O  3.4617  1.9960  -0.8651
O  0.2888  1.6678  1.6365
As  -0.0422  0.3579  2.6120
C  0.1362  -1.3450  1.7695
C  1.2683  -2.1183  1.9936
C  1.4118  -3.3265  1.3256
C  0.4321  -3.7507  0.4401
C  -0.6922  -2.9688  0.2089
C  -0.8425  -1.7638  0.8741
C  1.1341  0.4247  4.1245
C  1.0783  -0.5443  5.1212
C  1.9216  -0.4487  6.2159
C  2.8142  0.6121  6.3108
C  2.8656  1.5764  5.3162
C  2.0226  1.4879  4.2165
C  -1.8380  0.5954  3.2140
C  -2.2389  1.8982  3.4940
C  -3.5318  2.1349  3.9314
C  -4.4184  1.0772  4.0844
C  -4.0159  -0.2196  3.8035
C  -2.7217  -0.4654  3.3651
H  2.0440  -1.7786  2.6691
H  2.2947  -3.9294  1.4915
H  0.5494  -4.6894  -0.0862
H  -1.4398  -3.2909  -0.5046
H  -1.7057  -1.1413  0.6773
H  0.3825  -1.3733  5.0468
H  1.8848  -1.2000  6.9936
H  3.4744  0.6839  7.1654
H  3.5660  2.3976  5.3898
H  2.0589  2.2274  3.4261
H  -1.5506  2.7219  3.3501
H  -3.8492  3.1463  4.1486
H  -5.4289  1.2664  4.4227
H  -4.7080  -1.0428  3.9224
H  -2.4095  -1.4794  3.1493
C  -0.7471  -3.6838  -4.8851
C  -1.3555  -2.4481  -5.0727
C  -1.0180  -1.3767  -4.2625
C  -0.0773  -1.5242  -3.2431
C  0.5264  -2.7663  -3.0669
C  0.1988  -3.8408  -3.8847
P  0.5154  -0.1529  -2.1729
C  -1.0142  0.8049  -1.8599
C  -0.9185  2.1662  -1.5622
C  -2.0219  2.8784  -1.1205
C  -3.2469  2.2465  -0.9623
C  -3.3613  0.8969  -1.2619
C  -2.2554  0.1850  -1.7077
C  1.3703  0.8478  -3.4422
C  0.7308  1.7332  -4.3075
C  1.4547  2.4148  -5.2729
C  2.8242  2.2141  -5.3867
C  3.4684  1.3360  -4.5303
C  2.7446  0.6622  -3.5592
H  -1.0074  -4.5185  -5.5235
H  -2.0874  -2.3185  -5.8602
H  -1.4854  -0.4135  -4.4274
H  1.2628  -2.8886  -2.2803
H  0.6858  -4.7973  -3.7407
H  0.0317  2.6745  -1.6751
H  -1.9199  3.9321  -0.8925
H  -4.1081  2.8030  -0.6145
H  -4.3148  0.3939  -1.1532
H  -2.3623  -0.8679  -1.9406
H  -0.3374  1.8967  -4.2282
H  0.9487  3.1056  -5.9360
H  3.3906  2.7550  -6.1344
H  4.5400  1.2014  -4.5903
H  3.2586  0.0136  -2.8609

Forces on the atoms, in the same order (eV/Å):
0.12 -0.02 0.08
0.02 0.01 -0.03
0.02 -0.03 0.02
-0.03 -0.02 0.01
-0.18 0.29 -0.16
0.18 -0.19 0.17
-0.01 0.01 0.03
0.06 0.00 -0.01
0.01 0.01 0.00
-0.01 0.01 0.00
0.00 -0.02 -0.01
-0.03 0.03 -0.06
-0.02 -0.03 -0.02
-0.05 -0.03 0.00
0.00 0.00 0.00
0.00 -0.01 0.01
0.01 0.02 -0.02
0.01 -0.02 -0.04
-0.04 0.02 -0.07
-0.03 0.03 -0.04
0.01 0.01 0.00
-0.02 0.00 0.01
0.01 -0.02 0.00
0.02 -0.03 0.10
-0.02 0.00 0.01
0.00 0.00 0.00
0.00 0.00 0.00
0.00 0.01 0.01
-0.05 0.03 -0.01
0.00 0.01 0.00
0.00 0.00 0.00
0.00 0.00 0.00
0.00 0.00 0.00
0.00 0.01 0.00
0.01 -0.01 -0.01
0.00 0.00 0.00
0.00 0.00 0.00
0.00 0.00 0.00
0.01 -0.01 -0.02
0.00 -0.02 0.00
-0.01 0.01 -0.01
0.02 0.01 0.00
-0.02 -0.07 -0.02
-0.04 0.00 0.02
0.00 -0.01 0.00
0.01 -0.04 0.01
-0.06 -0.01 0.06
0.01 -0.02 0.00
0.01 0.03 0.01
-0.03 -0.01 0.00
0.00 -0.01 0.01
0.04 -0.02 0.03
0.01 0.07 -0.02
-0.02 -0.03 -0.06
-0.03 0.00 -0.01
0.02 0.02 -0.02
0.03 0.04 -0.01
-0.01 0.03 0.08
0.00 0.00 0.00
0.00 0.00 0.00
-0.01 0.01 0.00
0.00 0.02 -0.01
-0.01 0.00 0.00
0.02 0.00 0.01
0.00 -0.01 0.00
0.01 0.00 0.00
0.01 0.01 0.00
0.00 -0.02 0.00
0.01 0.01 0.01
0.01 0.00 0.00
-0.01 0.00 0.00
0.01 -0.01 0.00
0.00 0.00 0.00



(2)
C36H30Br2InN3O4PS | ωB97M-V/def2-TZVPD

Output
- 2S+1 = 1
- frontier orbital gap (eV) = 7.16
- net charge = -1
- energy relative to the best compared isomer or geometry (same formula, charge and spin) (kcal per mole) = 3.3
- lowest unoccupied orbital energy (eV) = 2.5

CARTESIAN COORDINATES (ANGSTROEM)
In  -1.1865  -0.7408  0.9968
C  3.9614  0.3592  -2.6491
C  3.6801  -1.0991  -2.3970
C  4.5474  -2.0541  -2.9234
C  4.3467  -3.4120  -2.7210
C  3.2594  -3.8448  -1.9787
C  2.3914  -2.9073  -1.4388
C  2.5829  -1.5394  -1.6411
P  1.3211  -0.4983  -0.8156
C  2.2326  0.9744  -0.2300
C  1.9180  2.2580  -0.6668
C  2.5411  3.3706  -0.1221
C  3.4941  3.2036  0.8709
C  3.8159  1.9274  1.3077
C  3.1981  0.8001  0.7754
C  3.5687  -0.5669  1.2784
C  0.2640  0.0679  -2.1846
C  0.4912  -0.2734  -3.5179
C  -0.4631  -0.0345  -4.4951
C  -1.6739  0.5439  -4.1344
C  -1.9111  0.8830  -2.8141
C  -0.9598  0.6615  -1.8093
C  -1.2812  0.9659  -0.3996
H  4.6207  0.4714  -3.5110
H  4.4438  0.8241  -1.7856
H  3.0467  0.9205  -2.8358
H  5.3976  -1.7199  -3.5086
H  5.0418  -4.1280  -3.1432
H  3.0898  -4.9009  -1.8107
H  1.5463  -3.2287  -0.8382
H  1.1762  2.3883  -1.4465
H  2.2775  4.3620  -0.4699
H  3.9807  4.0647  1.3132
H  4.5475  1.7957  2.0972
H  4.2212  -0.4887  2.1471
H  4.0847  -1.1474  0.5112
H  2.6741  -1.1219  1.5776
H  1.4161  -0.7630  -3.7942
H  -0.2675  -0.3098  -5.5246
H  -2.4372  0.7243  -4.8827
H  -2.8621  1.3230  -2.5327
H  -2.3088  1.3216  -0.3195
H  -0.6235  1.7023  0.0667
C  -4.1889  1.9649  1.4270
C  -3.3241  1.9414  2.6545
C  -3.7330  2.6610  3.8008
C  -2.9300  2.6992  4.8995
C  -1.6810  2.0431  4.8755
C  -0.7602  2.0413  5.9502
Br  -1.1553  2.9612  7.5709
C  0.4318  1.3895  5.8378
C  0.7663  0.7255  4.6530
Br  2.4322  -0.1707  4.5914
C  -0.0590  0.6889  3.5276
O  0.2683  0.1347  2.4243
C  -1.3439  1.3525  3.6881
N  -2.1830  1.2918  2.6212
H  -5.2091  2.2557  1.6784
H  -4.2041  0.9940  0.9360
H  -3.7951  2.6955  0.7150
H  -4.6866  3.1732  3.7916
H  -3.2291  3.2364  5.7894
H  1.1330  1.3830  6.6606
O  -1.3608  -2.1678  -0.8312
N  -2.5041  -2.2999  -1.4549
C  -2.4484  -2.6820  -2.7521
C  -3.5781  -2.8703  -3.4992
C  -4.8176  -2.6501  -2.8954
C  -4.8596  -2.2442  -1.5854
C  -3.6921  -2.0494  -0.8242
S  -3.7237  -1.5399  0.8118
H  -1.4390  -2.8048  -3.1143
H  -3.4847  -3.1750  -4.5317
H  -5.7355  -2.7867  -3.4528
H  -5.7992  -2.0516  -1.0871
O  -1.5104  -1.9028  3.0641
N  -0.6613  -2.7655  2.7971
O  -0.1392  -2.6069  1.6623

Forces on the atoms, in the same order (eV/Å):
-0.06 0.09 0.05
0.02 -0.03 -0.06
0.02 0.02 0.00
0.00 0.01 0.00
-0.01 0.00 0.00
0.01 0.02 0.00
-0.02 -0.02 -0.01
-0.02 -0.04 0.02
-0.07 0.07 0.03
0.02 0.01 0.02
0.01 0.00 0.03
0.00 0.00 -0.01
0.01 0.02 0.00
-0.01 -0.03 -0.01
-0.06 0.02 0.00
-0.04 0.01 0.03
0.01 0.02 0.01
0.00 0.02 0.05
0.00 0.01 -0.01
0.01 0.01 -0.01
0.00 -0.01 0.01
-0.02 -0.02 -0.02
-0.10 0.10 -0.03
0.01 -0.01 0.00
-0.01 -0.01 -0.03
0.01 -0.02 -0.03
-0.01 0.00 0.00
-0.01 0.00 0.00
0.01 0.01 0.00
0.01 0.01 0.00
-0.01 -0.01 0.00
0.00 0.00 0.00
-0.01 0.00 0.00
0.00 0.00 -0.01
-0.01 0.00 -0.02
0.01 -0.02 -0.02
0.01 0.01 -0.02
0.05 -0.01 0.00
0.00 0.00 0.01
0.00 0.00 0.00
0.00 0.00 -0.01
0.11 0.05 0.01
0.07 -0.04 -0.05
-0.01 0.02 -0.01
-0.06 0.03 0.00
0.03 0.00 0.00
0.01 0.00 -0.03
-0.02 0.00 0.05
0.02 -0.01 -0.04
-0.01 0.00 0.01
-0.02 0.00 -0.02
0.00 0.03 0.02
0.00 0.01 -0.01
-0.03 -0.02 -0.02
0.15 -0.01 -0.05
-0.02 0.01 0.00
0.01 -0.02 0.06
0.00 -0.01 0.00
-0.01 -0.01 0.02
-0.01 0.01 0.03
0.00 -0.01 0.00
-0.01 0.00 0.01
0.00 0.00 0.00
0.02 -0.28 0.07
0.03 0.11 -0.07
-0.01 0.02 0.04
0.00 -0.01 0.01
0.01 0.01 -0.01
-0.01 0.01 0.01
0.00 0.07 -0.02
0.03 -0.17 -0.06
0.00 0.01 -0.01
0.00 0.01 0.01
0.01 0.00 0.01
0.01 0.00 -0.01
0.01 -0.09 0.07
-0.04 0.12 -0.13
0.01 -0.09 0.13



(3)
C36H30BrCoN4O3S2 | ωB97M-V/def2-TZVPD

Output
- 2S+1 = 2
- frontier orbital gap (spin up / spin down) (eV) = 6.84 / 6.89
- net charge = -1
- energy relative to the best compared isomer or geometry (same formula, charge and spin) (kcal per mole) = 0.0
- lowest unoccupied orbital energy (spin up / spin down) (eV) = 2.4 / 2.4
- ⟨S²⟩ = 0.76

CARTESIAN COORDINATES (ANGSTROEM)
Co  -0.3531  -0.1796  0.2368
C  3.9259  -0.1441  -0.2643
C  2.5365  -0.5598  0.1322
N  1.5445  0.2379  -0.0479
N  1.8243  1.4684  -0.6608
C  2.2372  2.4088  0.1206
S  2.5336  2.4509  1.8068
S  2.6037  3.9585  -0.6899
C  2.4608  3.5491  -2.4555
C  1.0749  3.6110  -3.0356
C  0.4268  4.8358  -3.1842
C  -0.8408  4.9073  -3.7405
C  -1.4843  3.7471  -4.1563
C  -0.8479  2.5232  -4.0083
C  0.4220  2.4551  -3.4498
C  2.3402  -1.8907  0.7196
C  3.4212  -2.5179  1.3534
C  3.3271  -3.7781  1.9053
C  2.1138  -4.4637  1.7950
C  1.0361  -3.8811  1.1740
C  1.0901  -2.5655  0.6460
O  0.0191  -2.0598  0.1244
H  3.8781  0.4655  -1.1653
H  4.5575  -1.0104  -0.4423
H  4.3658  0.4764  0.5207
H  2.8884  2.5588  -2.5990
H  3.1032  4.2791  -2.9535
H  0.9222  5.7399  -2.8469
H  -1.3297  5.8684  -3.8491
H  -2.4776  3.7978  -4.5851
H  -1.3501  1.6093  -4.3008
H  0.8897  1.4937  -3.2804
H  4.3592  -1.9828  1.4376
H  4.1737  -4.2240  2.4109
H  2.0146  -5.4580  2.2172
H  0.0843  -4.3936  1.0990
Br  1.2443  -4.7074  6.0036
C  0.7785  -3.2028  4.9363
C  1.7062  -2.1948  4.7516
C  1.3753  -1.1072  3.9553
C  0.1269  -1.0576  3.3495
C  -0.7886  -2.0910  3.5200
C  -0.4681  -3.1635  4.3324
N  -0.2001  -0.0273  2.4518
C  -0.3331  1.1704  2.8212
C  -0.7155  2.1797  1.8139
C  -0.9945  3.4895  2.1631
C  -1.3714  4.3756  1.1694
C  -1.4681  3.9176  -0.1336
C  -1.1789  2.5876  -0.3975
N  -0.8094  1.7396  0.5546
H  2.6842  -2.2643  5.2069
H  2.0903  -0.3187  3.7528
H  -1.7249  -2.0516  2.9774
H  -1.1667  -3.9773  4.4699
H  -0.2209  1.4926  3.8587
H  -0.8835  3.8032  3.1922
H  -1.5763  5.4115  1.4071
H  -1.7447  4.5696  -0.9497
H  -1.2301  2.1790  -1.3961
C  -1.3355  -1.4664  -3.8036
C  -1.5795  -1.0684  -2.3586
O  -0.8580  -0.1790  -1.9061
C  -2.6443  -1.7233  -1.6096
C  -3.4609  -2.6656  -2.2677
C  -4.5344  -3.2722  -1.6666
C  -4.8347  -2.9277  -0.3377
C  -4.0652  -2.0282  0.3442
C  -2.9199  -1.4002  -0.2389
O  -2.2454  -0.5978  0.4921
H  -0.4998  -0.8785  -4.1758
H  -2.2148  -1.2868  -4.4244
H  -1.0868  -2.5263  -3.8724
H  -3.2365  -2.9218  -3.2948
H  -5.1365  -3.9926  -2.2040
H  -5.6843  -3.3858  0.1576
H  -4.2852  -1.7648  1.3718

Forces on the atoms, in the same order (eV/Å):
0.02 -0.05 0.06
0.00 0.00 0.00
0.00 -0.01 0.00
0.02 0.01 0.03
-0.02 0.00 0.04
-0.01 0.01 -0.06
0.01 -0.01 0.02
0.01 -0.01 0.02
0.00 0.01 0.00
-0.01 0.01 -0.01
0.00 0.00 0.00
0.00 0.00 0.00
0.00 0.00 0.00
-0.01 0.00 0.01
0.01 0.00 0.01
-0.01 -0.01 -0.01
0.02 -0.01 0.02
0.01 0.01 -0.01
-0.01 0.00 0.00
0.00 -0.03 0.00
0.00 0.01 -0.02
0.00 0.06 0.02
0.00 0.00 0.00
0.00 0.00 0.00
0.00 0.01 -0.01
0.00 0.00 0.00
-0.01 0.00 0.00
0.00 0.00 0.00
0.00 0.00 0.00
0.00 0.00 0.00
0.00 0.00 0.00
0.00 0.00 0.00
0.00 0.01 0.00
0.00 0.00 0.00
0.00 0.00 0.00
0.00 0.00 0.00
0.00 0.00 0.00
-0.02 0.01 -0.01
0.01 0.01 0.01
-0.02 -0.01 0.01
0.01 -0.01 -0.03
0.00 0.00 -0.01
0.01 -0.01 0.02
-0.06 0.01 -0.01
0.05 0.03 -0.01
0.02 -0.04 0.00
-0.01 0.02 0.00
0.00 -0.01 0.00
0.00 -0.01 -0.01
-0.02 0.02 0.00
-0.01 0.00 0.01
0.00 0.01 0.00
0.01 0.00 0.00
0.00 0.00 0.00
0.00 0.00 0.00
0.02 0.00 -0.01
0.00 0.00 0.00
0.00 0.00 0.00
0.00 0.00 0.00
0.00 0.00 0.00
0.00 0.00 0.00
-0.01 -0.01 0.02
0.00 0.01 -0.03
0.00 0.01 -0.01
0.00 0.00 0.01
0.00 0.00 -0.01
0.00 0.00 0.01
-0.01 -0.01 0.00
0.01 0.01 -0.01
0.00 -0.01 -0.04
0.00 0.00 0.00
0.00 0.00 0.00
0.00 0.00 0.00
0.00 0.00 0.00
0.00 0.00 0.00
0.00 0.00 0.00
0.00 0.00 0.00



(4)
C36H30Cl2MoN4O6S2Se | ωB97M-V/def2-TZVPD

Output
- 2S+1 = 1
- frontier orbital gap (spin up / spin down) (eV) = 6.13 / 6.13
- energy relative to the best compared isomer or geometry (same formula, charge and spin) (kcal per mole) = 0.0
- lowest unoccupied orbital energy (spin up / spin down) (eV) = -1.6 / -1.6

CARTESIAN COORDINATES (ANGSTROEM)
Mo  -0.4264  0.3334  -0.0932
O  2.1257  2.9607  0.8066
C  1.6363  2.0355  1.4114
O  0.4565  1.5195  1.1484
C  2.3514  1.3582  2.5573
C  3.6663  1.7828  2.8627
C  4.3377  1.1408  3.8565
C  3.7076  0.0799  4.5490
C  4.3330  -0.6474  5.5890
C  3.6705  -1.6626  6.2151
C  2.3513  -1.9985  5.8355
C  1.7229  -1.3141  4.8371
C  2.3902  -0.2601  4.1682
N  1.7330  0.3850  3.1700
H  4.0946  2.5957  2.2978
H  5.3474  1.4246  4.1235
H  5.3429  -0.3856  5.8785
H  4.1537  -2.2152  7.0084
H  1.8398  -2.8029  6.3447
H  0.7137  -1.5422  4.5261
S  -0.1216  2.2631  -1.6276
C  -0.8610  1.9260  -3.0791
N  -0.7795  2.7415  -4.1207
C  -1.1221  2.2481  -5.4516
C  -2.4294  1.5135  -5.3827
N  -2.3450  0.4783  -4.3637
C  -3.1133  -0.7333  -4.6356
C  -2.4656  -1.5375  -5.7343
C  -3.1938  -1.9189  -6.8521
C  -2.5904  -2.6530  -7.8643
C  -1.2520  -2.9955  -7.7652
C  -0.5168  -2.6042  -6.6532
C  -1.1190  -1.8796  -5.6384
C  -1.6317  0.6438  -3.2560
S  -1.4839  -0.5346  -2.1011
C  0.0030  3.9849  -4.0949
C  1.2838  3.8427  -4.8764
C  1.4619  4.5518  -6.0576
C  2.6254  4.4027  -6.7980
C  3.6120  3.5323  -6.3627
C  3.4357  2.8169  -5.1862
C  2.2789  2.9731  -4.4413
H  -0.3215  1.5934  -5.8106
H  -1.1951  3.1025  -6.1231
H  -2.6310  1.0251  -6.3369
H  -3.2588  2.1887  -5.1482
H  -4.1243  -0.4317  -4.9173
H  -3.1805  -1.3049  -3.7111
H  -4.2389  -1.6463  -6.9314
H  -3.1657  -2.9486  -8.7302
H  -0.7784  -3.5621  -8.5544
H  0.5305  -2.8594  -6.5743
H  -0.5281  -1.5676  -4.7854
H  0.1861  4.2507  -3.0562
H  -0.6240  4.7631  -4.5353
H  0.6902  5.2324  -6.3966
H  2.7579  4.9636  -7.7118
H  4.5185  3.4102  -6.9381
H  4.1991  2.1326  -4.8453
H  2.1484  2.4053  -3.5302
Se  1.8890  -0.5891  -0.8439
C  1.6391  -0.4013  -2.6609
N  1.4542  -0.3002  -3.7950
O  -4.5771  1.4907  0.3849
Cl  -3.5517  0.5105  0.6889
O  -3.5650  0.1447  2.0915
O  -2.2249  1.2934  0.4546
O  -1.0082  -1.2503  0.6005
Cl  0.9844  -3.2030  2.0958
C  0.4861  -3.8780  0.5773
C  1.3391  -4.7574  -0.0648
C  0.9766  -5.2843  -1.2968
C  -0.2286  -4.9299  -1.8779
C  -1.0719  -4.0456  -1.2215
C  -0.7319  -3.5112  0.0140
C  -1.6166  -2.5044  0.6729
H  2.2797  -5.0153  0.3948
H  1.6446  -5.9674  -1.8011
H  -0.5095  -5.3346  -2.8388
H  -2.0127  -3.7561  -1.6730
H  -1.7624  -2.7233  1.7347
H  -2.5951  -2.4559  0.1834

Forces on the atoms, in the same order (eV/Å):
0.59 -1.30 0.73
-0.10 -0.15 0.07
0.31 0.12 -0.09
-0.57 0.21 -0.27
0.04 -0.06 -0.01
-0.05 0.01 0.04
-0.03 -0.04 0.02
0.00 0.02 -0.03
0.00 -0.01 0.01
0.01 0.02 -0.02
-0.02 0.02 -0.02
0.04 0.03 0.02
0.03 0.01 0.01
0.00 0.01 -0.10
0.02 0.04 -0.03
0.04 0.01 0.01
0.03 0.01 0.00
0.02 -0.03 0.04
-0.02 -0.04 0.03
-0.07 -0.01 0.01
0.01 0.06 0.18
-0.24 -0.44 -0.09
0.14 0.10 -0.12
-0.01 0.01 -0.05
-0.01 0.02 -0.02
-0.10 -0.02 0.02
-0.03 -0.07 0.09
-0.01 0.00 -0.01
0.00 -0.04 0.01
0.00 0.00 0.00
0.01 0.00 0.01
-0.02 0.00 -0.01
0.01 0.00 -0.03
0.37 0.35 -0.04
-0.39 -0.12 0.01
-0.05 0.08 0.04
-0.01 0.03 -0.01
0.02 0.01 0.03
0.01 -0.01 0.02
-0.01 0.00 0.01
-0.02 0.01 0.00
0.02 -0.02 -0.03
-0.03 0.01 -0.01
-0.01 -0.01 0.03
0.01 0.01 0.03
0.02 0.01 -0.03
-0.01 0.00 -0.03
-0.04 0.02 -0.06
-0.05 0.02 0.00
-0.02 -0.02 -0.04
0.02 -0.02 -0.04
0.05 -0.01 0.01
0.02 0.01 0.03
0.02 0.00 -0.05
0.01 -0.01 0.00
-0.03 0.03 -0.01
0.01 0.03 -0.06
0.04 0.00 -0.03
0.04 -0.03 0.02
-0.02 -0.01 0.04
-0.26 0.25 0.19
0.13 -0.22 0.37
-0.09 0.15 -0.39
0.03 -0.08 0.04
-0.09 0.06 -0.14
0.03 -0.01 -0.02
0.04 0.21 0.32
0.38 1.49 -0.54
0.01 0.00 0.02
0.09 -0.03 -0.05
-0.08 -0.03 -0.12
0.04 0.04 0.11
-0.06 0.04 0.03
0.03 -0.08 -0.03
0.07 -0.15 -0.13
-0.37 -0.38 0.22
0.09 -0.02 0.05
0.04 -0.04 -0.02
-0.03 -0.02 -0.07
-0.03 0.00 -0.02
-0.06 0.01 -0.10
0.08 -0.05 0.04



Record-wise energy values, in Eh: -4383.0228, -7932.8533, -6587.9044, -6246.5868